a) {"formula": "C5H10N3O2", "method": "ωB97M-V with the def2-TZVPD basis set", "orbital_gap_ev": 9.0, "total_charge": 1, "e_homo_ev": -12.62, "species": ["H", "H", "H", "H", "C", "H", "O", "H", "H", "C", "C", "O", "N", "N", "N", "H", "C", "C", "H", "H"], "coordinates": [[-2.203, -0.703, -0.655], [-0.139, -1.288, 2.681], [-2.716, -0.830, 1.016], [-0.695, 1.128, -2.104], [-0.522, -0.452, 0.721], [0.833, 2.713, -1.132], [1.375, 1.710, 1.425], [-1.897, -2.049, 0.236], [0.158, 0.329, 2.473], [0.891, -1.346, -0.711], [0.887, 1.423, 0.369], [0.347, -0.584, -1.749], [-0.319, 0.817, 0.058], [-1.922, -1.024, 0.304], [-0.304, -0.522, 2.040], [1.798, -0.815, -0.347], [1.145, 1.681, -1.025], [-0.040, 0.726, -1.360], [1.087, -2.379, -0.851], [2.234, 1.465, -1.388]], "lowdin_charge": [0.173, 0.127, 0.206, 0.160, -0.331, 0.145, 0.156, 0.161, 0.139, 0.058, -0.485, -0.098, 0.060, 0.239, 0.133, 0.107, 0.016, -0.243, 0.087, 0.190]}

b) {"formula": "C5H10N3O2", "method": "ωB97M-V with the def2-TZVPD basis set", "orbital_gap_ev": 10.2, "total_charge": 1, "e_homo_ev": -14.71, "species": ["H", "H", "H", "C", "N", "O", "H", "N", "C", "C", "C", "H", "H", "C", "H", "H", "O", "H", "N", "H"], "coordinates": [[2.906, 1.555, -0.200], [-2.658, 1.352, 1.093], [-1.877, -1.329, 1.701], [-1.838, -0.297, -1.201], [-0.887, -0.796, -0.201], [1.854, -1.190, 0.786], [2.340, 0.946, -1.658], [0.511, 0.135, -0.559], [1.741, -0.297, -0.003], [-1.498, -0.445, 1.089], [2.780, 0.548, -0.696], [-3.645, 0.140, 1.018], [-0.771, 0.114, 1.759], [-2.713, 0.408, 0.675], [3.657, -0.071, -0.674], [-1.508, -0.517, -2.173], [-0.579, -2.108, -0.422], [-0.435, -2.525, 0.453], [-2.752, 0.431, -0.767], [0.446, 0.562, -1.458]], "lowdin_charge": [0.123, 0.112, 0.171, -0.079, -0.169, 0.124, 0.104, 0.207, -0.506, -0.040, 0.028, 0.111, 0.165, -0.134, 0.099, 0.140, 0.105, 0.154, 0.175, 0.110]}

Stability check: which of them is most stable? a).

a) {"formula": "C2H5PS", "method": "ωB97M-V with the def2-TZVPD basis set", "orbital_gap_ev": 9.5, "e_homo_ev": -8.66, "species": ["H", "S", "P", "H", "H", "C", "H", "C", "H"], "coordinates": [[1.504, -1.666, 0.152], [1.487, 0.850, 0.036], [-1.628, 0.488, 0.271], [1.007, -0.873, 1.595], [-2.116, 0.764, -1.005], [1.169, -0.769, 0.534], [-0.060, -0.564, -1.421], [-0.086, -0.043, -0.488], [-1.279, 1.814, 0.326]], "lowdin_charge": [0.018, 0.723, 0.748, 0.038, -0.114, -0.525, 0.028, -0.781, -0.135]}

b) {"formula": "C2H5PS", "method": "ωB97M-V with the def2-TZVPD basis set", "orbital_gap_ev": 9.7, "e_homo_ev": -9.14, "species": ["C", "H", "P", "S", "H", "H", "C", "H", "H"], "coordinates": [[2.612, 0.151, 0.382], [3.285, -0.150, 1.153], [-1.760, -0.009, 0.103], [-1.240, 1.699, 0.921], [-1.640, -1.280, 0.688], [-1.001, -0.368, -1.064], [1.769, 0.201, -0.478], [-3.028, -0.299, -0.504], [1.002, 0.055, -1.201]], "lowdin_charge": [0.002, 0.019, 0.212, 0.041, -0.068, -0.084, -0.045, -0.059, -0.019]}

Stability check: which of them is most stable? a).

a) {"formula": "C16H18ClNO", "method": "ωB97M-V with the def2-TZVPD basis set", "orbital_gap_ev": 4.1, "e_homo_ev": -5.50, "species": ["H", "H", "H", "H", "C", "H", "C", "H", "C", "C", "C", "C", "C", "C", "N", "H", "H", "H", "H", "C", "H", "Cl", "H", "H", "H", "O", "H", "H", "C", "C", "C", "C", "C", "H", "C", "H", "C"], "coordinates": [[-3.462, 3.235, -0.405], [-1.179, -3.802, -3.456], [-2.065, -4.505, -2.090], [-1.311, -1.361, 1.329], [-1.375, -1.323, 0.240], [-1.539, -1.130, -3.637], [-1.489, 3.383, 1.097], [-2.906, -3.514, -3.295], [-1.691, -2.399, -1.906], [2.729, 0.907, 0.924], [3.704, -0.028, 3.011], [-1.492, -1.169, -2.547], [4.482, -0.855, 0.862], [-1.252, -0.016, -1.817], [-1.792, 2.221, 0.255], [3.753, -0.056, 4.096], [-1.749, -3.432, -0.020], [-0.449, 3.704, 0.948], [5.131, -1.518, 0.298], [-1.614, -2.464, -0.508], [-2.180, 4.186, 0.832], [5.579, -1.978, 3.068], [2.212, 1.513, 2.949], [-0.414, 1.116, 1.263], [-3.601, 1.453, -0.552], [1.905, 1.662, 0.341], [-2.607, 2.373, -1.711], [-1.612, 3.122, 2.158], [-1.098, 1.117, 0.408], [4.527, -0.893, 2.268], [-1.975, -3.620, -2.725], [-2.929, 2.316, -0.663], [-1.241, -0.066, -0.399], [3.592, 0.034, -0.875], [2.848, 0.845, 2.375], [-1.068, 0.933, -2.325], [3.630, 0.010, 0.210]], "lowdin_charge": [0.090, 0.091, 0.079, 0.126, 0.005, 0.124, 0.004, 0.089, -0.258, -0.502, -0.158, -0.025, -0.153, -0.011, -0.129, 0.090, 0.120, 0.112, 0.091, -0.023, 0.088, 0.610, 0.082, 0.146, 0.114, -0.144, 0.096, 0.109, 0.031, -0.751, -0.048, -0.005, -0.188, 0.090, -0.064, 0.122, -0.050]}

b) {"formula": "C16H18ClNO", "method": "ωB97M-V with the def2-TZVPD basis set", "orbital_gap_ev": 9.6, "e_homo_ev": -8.89, "species": ["C", "C", "C", "H", "C", "O", "Cl", "H", "H", "H", "H", "N", "H", "C", "H", "C", "C", "H", "H", "H", "C", "C", "H", "C", "C", "H", "C", "C", "H", "H", "H", "H", "C", "C", "H", "C", "H"], "coordinates": [[3.954, -0.339, 0.151], [-2.142, 1.554, 0.522], [-3.160, 0.444, 0.467], [-2.491, 2.414, -0.072], [-4.414, 0.637, -0.095], [-1.108, -1.147, -1.706], [5.443, -1.180, -0.110], [2.842, -2.130, 0.523], [0.418, 1.051, -1.562], [-1.196, 0.211, -3.179], [4.822, 1.588, -0.184], [-0.828, 1.099, 0.085], [-1.883, -0.943, 1.471], [-3.768, -1.832, 0.972], [-0.923, 2.213, -1.726], [3.923, 1.042, 0.054], [1.567, 1.011, 0.569], [-4.670, 1.600, -0.514], [0.377, 2.797, 0.544], [-2.519, 0.327, -1.998], [-5.013, -1.633, 0.402], [1.623, -0.375, 0.665], [-6.308, -0.232, -0.569], [-2.850, -0.798, 1.009], [2.806, -1.055, 0.454], [-5.731, -2.439, 0.371], [2.727, 1.708, 0.260], [-5.336, -0.395, -0.126], [0.036, 1.674, 1.878], [-2.066, 1.884, 1.563], [2.702, 2.785, 0.178], [-1.215, -1.171, -0.745], [-0.642, 1.212, -1.354], [-1.440, 0.152, -2.116], [-3.513, -2.794, 1.391], [0.266, 1.731, 0.809], [0.724, -0.923, 0.898]], "lowdin_charge": [-0.677, -0.140, -0.230, 0.126, -0.054, -0.054, 0.666, 0.106, 0.123, 0.123, 0.104, -0.175, 0.111, -0.074, 0.127, -0.103, -0.227, 0.112, 0.128, 0.105, -0.087, -0.026, 0.102, -0.058, -0.092, 0.101, -0.037, -0.079, 0.130, 0.129, 0.113, 0.049, -0.161, -0.241, 0.105, -0.152, 0.108]}

Stability check: which of them is most stable? b).